Here is C28H69F3O32P5RbS as an isolated structure from OMol25. Energies are from the ωB97M-V functional and the def2-TZVPD basis.

```
! wB97M-V def2-TZVPD RIJCOSX def2/J DEFGRID3
* xyz 0 1
Rb 8.57 7.91 22.05
C 12.35 10.01 21.90
F 12.86 10.72 22.88
F 11.28 10.67 21.46
F 13.27 10.01 20.95
S 11.98 8.35 22.40
O 11.56 7.76 21.14
O 13.17 7.85 22.93
O 10.87 8.58 23.31
C 5.68 16.54 24.24
C 5.95 15.58 25.37
O 6.91 14.51 25.14
C 8.10 14.75 25.70
O 8.44 15.67 26.38
O 8.88 13.65 25.33
C 10.15 13.75 26.03
H 6.58 17.07 23.88
H 4.90 17.26 24.42
H 5.31 15.94 23.38
H 4.96 15.07 25.55
H 6.16 16.05 26.32
H 10.13 13.50 27.11
H 10.49 14.80 26.06
H 10.80 13.13 25.46
C 9.84 19.50 21.73
C 9.86 18.23 22.51
O 10.81 17.42 21.73
C 10.86 16.15 22.07
O 10.15 15.53 22.84
O 11.91 15.55 21.42
C 12.13 14.17 21.58
H 9.31 20.33 22.25
H 9.35 19.32 20.73
H 10.88 19.77 21.49
H 8.93 17.73 22.52
H 10.23 18.37 23.50
H 12.79 14.00 22.42
H 12.46 13.72 20.66
H 11.21 13.65 21.82
C 11.47 10.14 26.30
C 12.94 9.94 26.02
O 13.59 11.26 25.64
C 14.10 11.95 26.66
O 14.29 11.63 27.81
O 14.56 13.12 26.18
C 14.33 13.56 24.80
H 11.34 11.02 27.03
H 10.87 9.27 26.55
H 11.04 10.59 25.39
H 13.11 9.25 25.19
H 13.39 9.48 26.90
H 13.33 13.80 24.48
H 14.78 12.79 24.23
H 14.94 14.46 24.68
C 14.28 12.67 18.30
O 13.71 12.96 16.95
P 14.30 12.37 15.56
O 14.60 10.93 15.53
O 13.15 12.76 14.52
C 12.38 11.70 13.89
O 15.48 13.40 15.27
C 15.89 13.63 13.86
H 13.48 12.43 18.99
H 14.73 13.66 18.61
H 15.05 11.89 18.24
H 12.25 10.88 14.53
H 12.87 11.49 12.98
H 11.44 12.19 13.61
H 15.26 14.38 13.41
H 15.90 12.69 13.34
H 16.91 14.04 14.01
C 7.71 13.14 18.54
O 8.48 13.43 17.39
P 9.88 12.72 17.12
O 10.32 12.70 15.71
O 10.93 13.45 18.07
C 11.43 14.71 17.69
O 9.85 11.31 17.83
C 11.09 10.58 17.88
H 6.91 13.86 18.49
H 8.30 13.20 19.52
H 7.32 12.13 18.60
H 11.37 14.81 16.63
H 12.42 14.91 18.06
H 10.81 15.47 18.15
H 11.53 10.69 16.93
H 10.80 9.59 18.28
H 11.76 11.04 18.57
C 16.02 9.29 23.32
O 17.25 9.59 23.95
P 17.48 11.05 24.52
O 16.93 12.16 23.75
O 16.84 11.05 25.94
C 16.92 9.99 26.84
O 19.01 11.14 24.63
C 19.87 10.79 23.49
H 15.26 9.01 24.01
H 16.19 8.51 22.62
H 15.64 10.22 22.81
H 16.14 9.22 26.53
H 16.61 10.34 27.84
H 17.93 9.57 26.81
H 20.86 11.25 23.67
H 19.43 11.26 22.64
H 19.84 9.69 23.37
C 8.41 8.26 15.91
O 8.14 7.21 16.88
P 9.00 6.99 18.17
O 9.10 8.04 19.21
O 8.30 5.71 18.82
C 7.90 4.56 18.05
O 10.37 6.56 17.51
C 11.52 6.23 18.27
H 8.07 9.17 16.37
H 7.86 8.00 15.01
H 9.41 8.39 15.59
H 7.58 3.80 18.75
H 8.78 4.25 17.47
H 7.02 4.77 17.33
H 12.35 6.84 17.83
H 11.68 5.13 18.36
H 11.36 6.53 19.29
C 15.18 5.56 24.32
O 14.13 4.62 24.63
P 12.74 5.18 25.21
O 12.74 6.31 26.13
O 11.74 5.37 23.98
C 11.66 4.27 23.10
O 12.12 3.89 25.95
C 12.55 3.67 27.41
H 16.10 5.01 24.23
H 15.34 6.21 25.18
H 14.97 6.23 23.48
H 11.13 3.48 23.61
H 12.59 3.96 22.72
H 10.98 4.61 22.32
H 11.87 2.87 27.88
H 12.48 4.64 27.90
H 13.61 3.30 27.33
*
```

The calculation puts the HOMO energy at -0.3606 Eh. As for the total energy: -161774.2276 eV. The molecular weight comes out at 1247.23 Da.

***

Here is C28H70F24N6O5P4 as an isolated structure from OMol25. Energies are from the ωB97M-V functional and the def2-TZVPD basis.

```
! wB97M-V def2-TZVPD RIJCOSX def2/J DEFGRID3
* xyz 2 1
C -20.11 -8.53 3.49
C -20.12 -7.85 4.85
O -21.05 -7.92 5.69
N -19.05 -6.85 5.08
H -18.14 -7.26 5.28
H -19.00 -6.43 4.17
C -19.49 -5.59 5.94
H -20.60 -7.86 2.79
H -20.59 -9.50 3.47
H -19.10 -8.62 3.08
H -18.54 -5.09 6.08
H -20.03 -5.89 6.84
H -20.08 -4.87 5.36
C -21.97 -5.14 3.17
C -21.47 -4.79 1.81
O -20.40 -5.03 1.30
N -22.45 -3.97 1.00
H -22.23 -4.35 0.10
H -23.40 -4.26 1.21
C -22.18 -2.47 0.88
H -21.36 -5.57 3.96
H -22.81 -5.82 3.00
H -22.47 -4.24 3.52
H -21.11 -2.28 0.80
H -22.84 -1.87 1.50
H -22.65 -2.42 -0.11
C -16.83 -5.20 -0.05
C -18.06 -5.72 -0.79
O -18.15 -5.94 -2.00
N -19.33 -5.85 0.05
H -19.00 -5.74 1.00
H -19.91 -5.06 -0.20
C -19.89 -7.28 -0.01
H -16.76 -5.52 0.99
H -17.00 -4.12 -0.06
H -15.89 -5.42 -0.54
H -19.26 -7.91 0.62
H -19.89 -7.57 -1.06
H -20.88 -7.20 0.43
C -23.03 1.72 -0.31
C -24.53 1.40 -0.21
O -25.26 2.26 0.23
N -25.10 0.05 -0.56
H -26.05 0.16 -0.89
H -24.50 -0.25 -1.32
C -24.90 -0.93 0.64
H -22.58 1.25 0.58
H -22.91 2.80 -0.25
H -22.48 1.43 -1.21
H -25.47 -0.55 1.49
H -23.82 -1.07 0.74
H -25.43 -1.82 0.29
C -17.38 -0.46 5.13
N -18.09 -1.75 4.55
C -17.28 -3.05 4.95
C -19.47 -1.79 5.35
C -18.13 -1.63 3.03
C -18.91 -2.86 2.22
O -19.83 -3.64 2.90
H -17.18 -0.42 6.20
H -17.77 0.51 4.82
H -16.47 -0.49 4.54
H -16.97 -2.95 5.99
H -16.59 -3.26 4.14
H -18.02 -3.85 4.88
H -19.89 -2.78 5.24
H -19.98 -0.89 4.98
H -19.20 -1.61 6.39
H -17.12 -1.69 2.62
H -18.66 -0.72 2.75
H -18.13 -3.54 1.87
H -19.48 -2.41 1.42
H -19.99 -4.45 2.42
C -27.01 -5.78 2.06
C -27.15 -7.32 1.78
C -26.36 -8.10 2.86
C -24.85 -7.80 2.73
N -23.97 -8.21 3.94
C -24.21 -9.71 4.24
C -23.55 -10.56 3.13
C -22.47 -9.69 2.50
C -22.54 -8.34 3.38
C -24.19 -7.40 5.25
C -23.57 -6.01 5.18
C -23.70 -5.19 6.40
H -26.22 -5.27 1.50
H -26.76 -5.61 3.11
H -27.94 -5.28 1.76
H -26.65 -7.46 0.82
H -28.17 -7.70 1.75
H -26.39 -9.16 3.07
H -26.63 -7.65 3.82
H -24.86 -6.72 2.79
H -24.43 -8.00 1.74
H -23.55 -9.88 5.09
H -25.23 -10.02 4.46
H -23.23 -11.58 3.37
H -24.36 -10.62 2.40
H -21.45 -10.06 2.60
H -22.69 -9.47 1.45
H -21.96 -8.49 4.29
H -22.17 -7.46 2.85
H -23.70 -8.04 5.98
H -25.27 -7.39 5.40
H -23.93 -5.37 4.38
H -22.55 -6.31 4.94
H -24.76 -5.03 6.62
H -23.29 -4.20 6.20
H -23.30 -5.71 7.27
P -21.37 -0.15 2.36
F -20.64 -1.38 1.65
F -20.06 0.08 3.32
F -20.79 0.95 1.19
F -21.93 1.19 3.12
F -22.69 -0.29 1.49
F -22.13 -1.23 3.44
P -23.03 -7.04 0.19
F -21.95 -7.79 -0.80
F -22.28 -5.55 0.01
F -24.08 -6.56 -0.96
F -23.95 -6.45 1.34
F -23.75 -8.41 0.20
F -21.97 -7.47 1.41
P -23.05 -1.48 -2.27
F -24.01 -2.45 -1.43
F -22.58 -0.62 -0.96
F -21.87 -2.60 -2.01
F -22.01 -0.54 -3.09
F -23.46 -2.37 -3.60
F -24.28 -0.37 -2.42
P -24.96 -3.41 2.71
F -25.21 -1.78 2.43
F -25.31 -3.23 4.26
F -26.54 -3.78 2.49
F -24.83 -5.05 2.84
F -24.82 -3.65 1.10
F -23.42 -3.10 2.94
*
```

The calculation puts the HOMO energy at -0.4882 Eh. As for the total energy: -151701.8211 eV. The molecular weight comes out at 1150.75 Da.